No. 1
# C4H7GaO3

C4H7GaO3 as an isolated structure (ωB97M-V with the def2-TZVPD basis set, OMol25).

Last column: Mulliken charge in e.
Element x y z (Å)
1 O 0.201 0.416 0.366  -0.15
2 O -1.289 -1.331 0.261  0.08
3 O -0.018 -0.655 -1.466  -0.15
4 C -0.641 -0.541 -0.310  0.58
5 Ga 1.912 -0.207 -1.156  1.51
6 C -0.092 0.842 1.535  0.32
7 C 0.808 1.717 2.222  -0.85
8 H -0.955 0.370 2.024  0.52
9 H 0.263 2.665 2.396  0.41
10 H 1.765 1.850 1.710  0.29
11 H 0.930 1.294 3.239  0.41
12 C -0.636 -1.465 -2.540  -0.12
13 H -1.715 -1.448 -2.374  0.40
14 H -0.275 -2.491 -2.447  0.39
15 H -0.257 -1.016 -3.461  0.35

Force components x, y, z for each atom (eV/Å):
-0.073 -0.883 -3.343
-1.842 -0.603 -0.252
-1.226 -0.834 -2.264
1.832 0.466 2.947
2.523 0.778 -0.140
0.353 1.373 4.370
-0.143 -1.188 -1.158
-0.421 0.429 -0.013
-0.224 0.538 0.385
-0.052 0.398 0.124
-0.118 0.158 0.491
-0.935 1.362 -0.271
-0.572 -0.292 0.110
0.437 -1.611 -0.225
0.461 -0.091 -0.760

## Properties
**Gap between HOMO and LUMO (spin up / spin down)**: 6.16 / 4.82 eV
**Maximum force**: 4.6 eV/Å
**DFT total energy**: -2304.6825 a.u.
**2S+1**: 1
**Net charge**: +4
**Lowest unoccupied orbital energy (spin up / spin down)**: -24.94 / -26.23 eV



No. 2
# C4H7HgO3

C4H7HgO3 as an isolated structure (ωB97M-V with the def2-TZVPD basis set, OMol25).

Last column: Mulliken charge in e.
Element x y z (Å)
1 O -0.510 -0.527 0.173  -0.35
2 C -0.056 0.656 0.170  0.87
3 O 1.127 0.958 -0.174  -0.45
4 Hg 3.386 0.595 0.313  0.57
5 O -0.917 1.630 0.058  -0.27
6 C -2.269 1.405 0.477  -0.64
7 H -2.289 0.960 1.478  0.33
8 H -2.737 2.392 0.489  0.24
9 H -2.776 0.746 -0.237  0.30
10 C 0.324 -1.760 -0.032  -0.41
11 H 0.611 -2.042 0.993  0.32
12 H -0.341 -2.332 -0.695  0.29
13 C 2.055 -0.600 -0.632  -0.85
14 H 1.929 -0.457 -1.713  0.49
15 H 2.463 -1.622 -0.667  0.55

Force components x, y, z for each atom (eV/Å):
-0.886 -1.818 1.146
0.436 1.501 -3.550
-2.135 0.186 1.514
2.326 0.646 0.953
0.429 -0.005 1.203
-0.842 -0.149 0.162
-0.028 0.142 -0.254
0.137 -0.288 -0.014
0.117 0.180 0.175
0.990 4.939 0.561
-0.261 -0.657 -0.866
1.066 -0.221 0.235
-2.526 -6.004 -2.722
-0.068 0.880 0.531
1.245 0.669 0.925

## Properties
**Gap between HOMO and LUMO (spin up / spin down)**: 7.02 / 7.02 eV
**Maximum force**: 7.1 eV/Å
**DFT total energy**: -535.2533 a.u.
**2S+1**: 1
**Net charge**: +1
**Lowest unoccupied orbital energy (spin up / spin down)**: -5.91 / -5.91 eV
**ΔE to the lowest compared entry with this formula, charge and spin**: 0.000 eV